(1)
Formula: C62H44F3N6PdSb
Source: the Open Molecules 2025 dataset
Level of theory: ωB97M-V/def2-TZVPD

```
117
Properties=species:S:1:pos:R:3:forces:R:3
Sb 0.1413 -1.9016 -0.1255 -0.062 -0.482 0.047
Pd 0.1140 1.0830 0.2912 -0.347 -1.251 -0.423
F 3.2053 -4.6350 4.5812 -0.007 -0.011 0.043
F -5.4773 -4.6070 -0.0931 -0.026 -0.008 -0.015
F 2.7966 -5.0958 -4.7660 0.031 -0.028 -0.023
N 2.1000 0.9803 0.1716 0.071 0.092 0.487
N -1.8596 1.2109 0.4279 -0.087 0.006 0.385
N 0.8929 4.1584 -0.1473 0.282 0.202 0.235
N 0.1393 0.7146 2.2367 0.650 0.199 0.118
N 0.0818 1.3399 -1.6688 0.114 0.229 -0.021
N -0.0389 3.7131 0.8427 -0.005 0.252 -0.170
C 1.0515 1.0249 -2.5641 -0.450 0.160 -0.190
C 2.0178 3.4155 4.0442 -0.074 -0.115 -0.010
C 0.6032 1.4111 -3.8742 0.175 -0.050 0.018
C 0.2812 -3.4694 -2.7709 0.069 0.039 0.031
C -2.1776 2.2937 -1.7527 0.176 -0.188 0.157
C -3.9682 2.5870 -3.4853 0.074 -0.068 0.124
C -2.6291 -2.2478 3.4042 -0.006 0.100 -0.040
C -0.9502 1.9211 -2.3341 -0.047 0.099 -0.297
C 3.8168 4.9483 2.5584 0.117 0.128 -0.035
C 2.2271 -4.4228 -3.7628 -0.149 0.105 0.166
C -4.1837 -2.6642 -0.2909 -0.123 -0.033 -0.031
C -1.7809 -2.8574 -0.1753 0.505 0.191 0.015
C -4.3478 -0.5820 3.7053 0.048 0.074 0.036
C 3.2246 0.1098 -3.3211 0.095 -0.071 -0.100
C -2.1793 -0.0157 2.5243 0.489 0.084 0.328
C 1.1225 -2.8252 1.5549 -0.452 0.120 -0.402
C 3.0192 -3.9809 -2.7169 0.158 -0.078 -0.049
C 0.8625 -4.1899 -3.8028 0.043 -0.032 -0.125
C 2.5184 -4.0390 3.6042 -0.076 0.140 -0.138
C 3.5966 -1.2818 -5.2562 0.006 0.004 -0.076
C 2.4283 -3.2693 -1.6870 -0.092 -0.027 -0.026
C -4.7702 4.7834 -4.0448 -0.006 -0.005 0.018
C 4.5119 0.6357 -3.4677 -0.070 0.043 0.000
C 4.2016 0.5510 0.8851 0.198 0.349 0.054
C 3.6733 3.6151 2.2615 -0.037 -0.096 -0.107
C -3.4768 -3.2147 3.9141 -0.037 -0.046 0.058
C -1.8957 -4.2436 -0.0817 -0.108 0.022 -0.021
C 1.2245 0.8116 3.0124 -0.379 -0.016 0.135
C 2.7308 2.8201 2.9671 0.589 -0.143 0.594
C 0.9811 0.1854 4.2670 0.010 0.301 0.216
C -4.2718 -4.0360 -0.1413 0.156 0.096 0.061
C -3.8817 5.3416 -3.1366 -0.031 0.011 -0.044
C -0.6162 1.9954 -3.7299 -0.154 0.038 0.192
C 2.3660 -2.3379 1.9410 -0.043 -0.024 0.024
C 2.3426 0.5413 -2.2267 0.307 0.093 0.490
C -0.3046 -0.2860 4.2239 0.043 -0.068 -0.057
C -5.1818 -1.5495 4.2363 -0.001 0.022 -0.015
C 5.3282 0.2044 -4.4984 0.008 -0.012 -0.033
C -3.1466 -4.8384 -0.0499 -0.024 -0.122 -0.017
C -4.0271 1.0374 1.0581 0.039 -0.146 0.206
C -2.6685 0.7123 1.3975 -0.124 0.307 -0.612
C 1.0601 -3.0189 -1.7088 -0.134 0.332 0.318
C 2.8324 0.5361 -0.9089 0.104 -0.156 -0.351
C -0.8404 0.0615 2.9424 -0.399 -0.091 0.118
C -4.7603 -2.8713 4.3128 0.029 -0.020 0.027
C 1.2757 -4.5343 3.2503 -0.036 -0.062 0.093
C -2.9264 -2.0813 -0.3116 0.031 0.008 0.023
C 3.0565 5.5288 3.5745 0.038 -0.274 -0.050
C 2.7721 -0.8489 -4.2329 -0.053 0.026 0.053
C 3.0683 -2.9363 2.9758 0.125 -0.035 0.085
C 4.8757 -0.7596 -5.3901 0.019 0.029 0.039
C -3.0898 3.1427 -2.5597 -0.174 -0.008 -0.182
C 2.3888 1.5394 2.5054 -0.701 -0.128 -0.796
C -3.0718 -0.9265 3.2518 -0.053 -0.134 0.057
C 0.5730 -3.9108 2.2306 0.091 0.032 0.069
C 2.9070 1.0302 1.2337 0.228 0.056 -0.295
C -3.9949 1.7930 -0.0725 0.163 0.093 -0.156
C 2.1752 4.7490 4.3283 -0.089 0.053 0.146
C -2.6239 1.8519 -0.4940 -0.319 0.048 -0.154
C 4.1491 0.2205 -0.4443 -0.167 -0.069 0.011
C -3.0439 4.5246 -2.3945 0.052 -0.078 0.093
C -4.8069 3.4079 -4.2228 -0.024 -0.012 -0.037
H 4.9413 -0.2078 -1.0336 0.012 -0.020 -0.012
H 1.1571 5.1288 -0.0078 -0.174 0.083 -0.130
H 4.0349 -2.5677 3.2941 0.020 -0.040 -0.015
H 6.3152 0.6310 -4.6164 0.000 0.000 0.004
H -5.4879 2.9685 -4.9391 -0.022 0.016 0.009
H -3.2593 -5.9111 0.0351 -0.021 0.003 -0.030
H 5.5209 -1.0968 -6.1900 -0.022 -0.001 -0.021
H -0.9100 4.2382 0.8427 0.067 0.172 0.045
H 3.1524 6.5864 3.7811 0.015 0.006 0.024
H -6.1668 -1.2779 4.5908 0.015 0.030 0.022
H 1.7850 -1.2805 -4.1118 -0.005 0.019 -0.012
H 1.1600 1.2876 -4.7880 0.023 -0.006 0.022
H -0.8444 -0.7700 5.0212 0.018 -0.073 -0.038
H -5.4258 -3.6273 4.7067 -0.002 -0.003 0.000
H 1.6839 0.1185 5.0818 -0.018 -0.004 0.024
H -4.8265 2.2274 -0.6030 -0.010 -0.037 -0.008
H 5.0426 0.4462 1.5519 0.000 0.039 0.018
H 4.0773 -4.2073 -2.7165 0.002 0.014 -0.026
H 3.0357 -2.9307 -0.8546 0.040 -0.010 -0.021
H 1.6074 5.1969 5.1324 0.015 0.015 -0.006
H -1.2528 2.4071 -4.4954 0.033 0.015 -0.019
H -0.7852 -3.2777 -2.7871 -0.010 -0.040 -0.032
H 0.8755 -5.3994 3.7620 0.020 0.013 0.037
H 0.4664 4.0715 -1.0600 0.000 -0.110 -0.036
H -2.3512 4.9590 -1.6823 -0.011 0.013 -0.005
H 4.2508 3.1663 1.4644 -0.049 0.052 -0.047
H -1.6250 -2.5059 3.0934 -0.038 -0.055 -0.088
H 1.3256 2.8070 4.6127 -0.034 0.075 -0.011
H 0.2754 -4.5774 -4.6247 0.020 0.018 -0.023
H 2.8083 -1.4906 1.4341 0.019 -0.009 -0.060
H -4.6579 0.4542 3.6994 -0.069 -0.013 -0.066
H -5.4380 5.4192 -4.6096 0.030 0.009 -0.032
H -3.9938 1.5114 -3.6143 -0.031 0.003 -0.040
H 4.5147 5.5512 1.9938 -0.002 0.004 0.016
H -2.8448 -1.0110 -0.4496 -0.032 -0.001 0.009
H -5.0854 -2.0751 -0.3940 -0.008 -0.012 0.004
H -0.4075 -4.2826 1.9652 0.025 -0.068 0.012
H 4.8514 1.4193 -2.8032 0.006 -0.002 0.024
H -3.8389 6.4147 -3.0083 -0.016 0.000 0.019
H -3.1364 -4.2378 4.0047 0.009 0.003 -0.009
H -1.0127 -4.8708 -0.0652 -0.012 -0.023 0.054
H -4.9077 0.7364 1.5960 0.003 0.004 0.024
H 3.2371 -2.0202 -5.9608 0.011 -0.051 0.044
H 0.3964 3.8255 1.7473 0.018 -0.029 0.103
```
Positions in Å, forces in eV/Å.

Output
* maximum force: 1.4 eV/Å
* total charge: +2
* ΔE to the lowest compared entry with this formula, charge and spin: 3.6 kcal/mol


(2)
Formula: C4H4BrF2NO
Source: the Open Molecules 2025 dataset
Level of theory: ωB97M-V/def2-TZVPD

```
13
Properties=species:S:1:pos:R:3:forces:R:3
Br 2.6266 -0.8502 0.1251 -0.127 0.209 0.003
F -1.6373 1.8480 0.6491 -0.140 0.191 -0.075
F 1.9434 1.1298 -1.5658 -0.315 -0.091 -0.077
O -0.3555 -0.1565 2.0215 -0.584 -0.430 -0.837
N 0.2832 0.7843 -0.0235 -1.459 0.119 0.612
C -0.4688 1.9442 0.0369 2.637 -1.806 -2.329
C 1.2785 0.1499 -0.8977 -0.625 2.091 0.594
C -0.6229 -1.5209 0.0123 -1.916 -2.297 3.336
C -0.3358 -0.3253 0.8436 2.080 0.843 -0.246
H -1.1117 -1.4248 -0.8917 -0.648 1.130 -2.015
H 0.2049 -2.2196 -0.1497 -0.015 0.458 0.446
H -1.4269 -2.0273 0.6519 1.230 0.050 -0.658
H -0.3777 2.6682 -0.8119 -0.119 -0.467 1.247
```
Positions in Å, forces in eV/Å.

Output
* maximum force: 4.5 eV/Å
* ΔE to the lowest compared entry with this formula, charge and spin: 51.2 kcal/mol